(1)
Here is a 3-piece molecular cluster, C9H15F6NO6P overall from the OMol25 dataset. Energies are from the ωB97M-V functional and the def2-TZVPD basis.

- total charge = -1
- HOMO-LUMO gap (eV) = 5.7518

Geometry as XYZ:
```
38
C9H15F6NO6P (the ωB97M-V functional and the def2-TZVPD basis)
C -1.55372 4.21976 -1.90241
P -1.17106 4.71167 -3.48838
N 0.16273 4.16239 -4.10455
O -1.28207 6.37839 -3.60595
O -2.41904 4.43235 -4.51595
H -2.22540 4.90794 -1.38141
H -0.63708 4.09110 -1.32087
H 0.03300 3.67486 -4.98189
H -0.86478 6.72240 -2.81197
H -3.21436 4.87433 -4.20241
C 1.34013 1.78426 -2.17731
C 0.03959 1.14189 -2.57657
O 0.19019 -0.32401 -2.67426
C 0.14933 -1.00509 -1.56534
O 0.00218 -0.62676 -0.43552
C 0.27400 -2.51907 -1.87970
F 1.25199 -2.78640 -2.75025
F -0.87637 -2.97533 -2.40211
F 0.51638 -3.21441 -0.76510
H 2.13734 1.50345 -2.86785
H 1.19665 2.86173 -2.24676
H 1.63279 1.50163 -1.16455
H -0.25482 1.44583 -3.57537
H -0.77172 1.37821 -1.89215
C 0.29305 -2.68468 2.38179
C -0.63677 -2.90534 3.54782
O -0.04941 -3.79599 4.54084
C 0.79691 -3.25212 5.39013
O 1.13419 -2.10852 5.47567
C 1.31170 -4.33455 6.37199
F 1.67935 -5.45098 5.73670
F 0.34192 -4.65669 7.24258
F 2.35352 -3.88579 7.06190
H 0.58419 -3.63739 1.94027
H -0.20448 -2.08458 1.62126
H 1.19042 -2.14925 2.69000
H -1.54441 -3.42321 3.24760
H -0.90604 -1.97200 4.04009
```



(2)
Here is C32H27MgN3O5P2S2 as an isolated structure from the OMol25 dataset. Energies are from the ωB97M-V functional and the def2-TZVPD basis.

- total charge = -2
- ΔE to the lowest compared entry with this formula, charge and spin (kcal per mole) = 4.9
- HOMO-LUMO gap (eV) = 5.6901

Geometry as XYZ:
```
72
C32H27MgN3O5P2S2 (the ωB97M-V functional and the def2-TZVPD basis)
Mg 0.69813 1.96543 -0.67870
O 0.61589 4.84162 4.68961
C 0.72115 4.28480 3.44687
C 1.83844 3.53325 3.08844
C 1.85836 2.97309 1.82708
N 0.87091 3.18011 0.97234
C -0.17471 3.93476 1.28017
C -0.30353 4.50329 2.53279
C -1.07417 4.17080 0.05013
O -1.93121 5.05167 0.12680
O -0.72456 3.46048 -0.94199
C 2.98077 2.12159 1.21234
O 4.04629 2.03351 1.83451
O 2.66293 1.63256 0.08791
H 1.38425 4.57215 5.20025
H 2.66772 3.36737 3.76686
H -1.16785 5.10420 2.77807
S 0.20577 0.56097 -3.88922
P 0.21117 -0.55479 -2.24161
C -0.06454 0.01158 -0.63602
P -1.67713 -0.05552 -0.03007
S -3.33488 0.69690 -0.78982
C -2.04741 -1.81655 0.47173
C -3.20663 -2.46239 0.05876
C -3.44627 -3.78489 0.41127
C -2.53218 -4.47403 1.19260
C -1.37427 -3.83579 1.61648
C -1.13296 -2.52046 1.25222
C -1.47453 0.58428 1.69676
C -0.24633 0.54009 2.35235
C -0.12634 0.97734 3.66443
C -1.23245 1.47522 4.33919
C -2.45701 1.53542 3.69008
C -2.57616 1.09086 2.38099
C 1.90548 -1.29658 -2.14856
C 2.56106 -1.42101 -0.92942
C 3.83138 -1.97807 -0.86229
C 4.45233 -2.43385 -2.01532
C 3.80303 -2.31801 -3.23831
C 2.54186 -1.74532 -3.30448
C -0.78076 -2.04662 -2.65344
C -1.96951 -1.86784 -3.35889
C -2.76232 -2.95580 -3.68711
C -2.37332 -4.23538 -3.31751
C -1.19692 -4.41900 -2.60487
C -0.40490 -3.33063 -2.27085
H -3.92019 -1.90711 -0.53630
H -4.35147 -4.27836 0.07418
H -2.71307 -5.50959 1.46191
H -0.65960 -4.36976 2.23387
H -0.22255 -2.02887 1.57476
H 0.62300 0.16561 1.82434
H 0.83836 0.93481 4.15746
H -1.13564 1.81958 5.36334
H -3.32542 1.92538 4.20994
H -3.52674 1.14176 1.86321
H 2.06099 -1.05494 -0.04321
H 4.34101 -2.04463 0.09175
H 5.44708 -2.86399 -1.96688
H 4.28816 -2.66829 -4.14340
H 2.03916 -1.62458 -4.25687
H -2.24645 -0.86425 -3.65702
H -3.68691 -2.81059 -4.23481
H -2.99085 -5.08960 -3.57363
H -0.89879 -5.41863 -2.30873
H 0.51759 -3.47449 -1.72111
N 2.24295 4.19651 -1.91027
N 1.66865 2.93636 -2.37014
H 2.80825 3.93196 -1.10781
H 1.45467 4.70382 -1.51864
H 2.37288 2.45816 -2.91583
H 0.91084 3.14291 -3.01264
```



(3)
Here is a 2-piece molecular cluster, ClH3NO2P overall from the OMol25 dataset. Energies are from the ωB97M-V functional and the def2-TZVPD basis.

- total charge = 0
- ΔE to the lowest compared entry with this formula, charge and spin (kcal per mole) = 34.2
- HOMO-LUMO gap (eV) = 10.7973

Geometry as XYZ:
```
8
ClH3NO2P (the ωB97M-V functional and the def2-TZVPD basis)
N 0.21936 0.88721 -1.22090
O -0.95066 0.36722 1.59640
O -0.29112 -1.73635 -1.09696
P 0.55186 -0.58032 -0.80968
Cl 2.31958 -1.08149 -0.01819
H 0.67083 1.72219 -0.80756
H -1.56428 -0.27612 1.66312
H -0.95557 0.69766 0.69377
```



(4)
Here is C19H15BF7N6OSTi as an isolated structure from the OMol25 dataset. Energies are from the ωB97M-V functional and the def2-TZVPD basis.

- 2S+1 = 2
- total charge = 0
- ΔE to the lowest compared entry with this formula, charge and spin (kcal per mole) = 5.9
- HOMO-LUMO gap (alpha / beta) (eV) = 7.3646 / 7.4435
- ⟨S²⟩ = 0.753

Geometry as XYZ:
```
51
C19H15BF7N6OSTi (the ωB97M-V functional and the def2-TZVPD basis)
Ti 0.39637 -0.16813 0.09283
F -1.87379 3.33386 -5.30142
C -1.82746 2.87039 -4.05278
C -0.73723 2.13846 -3.61503
F 0.28434 1.87925 -4.43275
C -0.73232 1.67491 -2.31610
F 0.36415 0.94192 -1.92568
C -1.74881 1.88626 -1.39556
S -1.66908 1.31769 0.24909
C -2.83156 2.62590 -1.87887
F -3.86516 2.88437 -1.07858
C -2.87538 3.10963 -3.17474
F -3.92897 3.80878 -3.59326
B 0.77955 1.28412 3.12592
N 0.61031 -0.27037 3.06999
C 0.66804 -1.10892 4.09968
C 0.24507 -2.36953 3.68908
C -0.06624 -2.20094 2.35215
N 0.14956 -0.92769 1.98453
N 1.78841 1.73097 2.02696
C 2.71825 2.67880 2.13490
C 3.29570 2.89081 0.88907
C 2.63806 2.00158 0.05478
N 1.72507 1.31062 0.74954
H -0.28897 1.79671 2.93330
H 1.25982 1.54800 4.19158
H 1.00242 -0.75752 5.06031
H 0.18298 -3.26668 4.27715
H -0.41098 -2.92259 1.62801
H 2.90877 3.14097 3.08786
H 4.08207 3.57774 0.63594
H 2.78802 1.79866 -0.99369
F 2.54640 -0.91973 -1.49752
C 2.05478 -1.53447 -0.29444
F 3.07676 -1.42449 0.61581
H 1.99671 -2.60124 -0.55067
N 0.75098 -2.98141 -4.75493
C -0.57572 -3.12396 -4.52596
O -1.34928 -3.52565 -5.37086
C -1.08006 -2.70072 -3.17335
C -2.37939 -3.05124 -2.82117
C -2.87125 -2.65865 -1.58856
C -2.06306 -1.90990 -0.75223
N -0.80867 -1.56043 -1.08452
C -0.33764 -1.95744 -2.27612
H 1.09393 -3.23230 -5.66624
H 1.40920 -2.69732 -4.05324
H -2.97323 -3.61514 -3.52739
H -3.87448 -2.90826 -1.27607
H -2.41981 -1.55373 0.20562
H 0.66625 -1.62649 -2.50527
```



(5)
Here is an isolated ion of composition C4H9N2 and charge +1 from the OMol25 dataset. Energies are from the ωB97M-V functional and the def2-TZVPD basis.

- total charge = +1
- ΔE to the lowest compared entry with this formula, charge and spin (kcal per mole) = 60.4
- HOMO-LUMO gap (eV) = 10.2669

Geometry as XYZ:
```
15
C4H9N2 (the ωB97M-V functional and the def2-TZVPD basis)
C 0.00678 -1.28127 -0.18989
C 0.71594 1.21606 0.06197
C 1.82589 0.18335 0.22385
C -2.18502 -0.08865 0.08299
N -0.69590 -0.20942 -0.05226
N 1.32260 -1.16509 -0.09521
H -0.60233 -2.22452 -0.22052
H 0.59723 1.92043 0.84068
H 0.50190 1.67212 -0.84593
H 2.67804 0.40231 -0.39331
H 2.14439 0.15702 1.28778
H -2.48775 -0.63448 0.97020
H -2.22840 1.00206 0.17520
H -2.57051 -0.52502 -0.81624
H 1.92782 -1.59791 -0.69771
```



(6)
Here is a 2-piece molecular cluster, C5H14 overall from the OMol25 dataset. Energies are from the ωB97M-V functional and the def2-TZVPD basis.

- total charge = 0
- ΔE to the lowest compared entry with this formula, charge and spin (kcal per mole) = 5.5
- HOMO-LUMO gap (eV) = 12.5360

Geometry as XYZ:
```
19
C5H14 (the ωB97M-V functional and the def2-TZVPD basis)
C -2.17447 1.02603 -0.57212
C -0.65190 1.06222 -0.41864
C -0.13045 2.47022 -0.05160
H -2.52456 0.00184 -0.44622
H -2.48038 1.45846 -1.51659
H -2.61188 1.57189 0.25805
H -0.34082 0.33676 0.33911
H -0.20312 0.71043 -1.34826
H -0.82986 3.24364 -0.38044
H 0.07734 2.52127 1.01330
H 0.79955 2.70545 -0.57497
C 1.88723 -1.97092 1.00744
C 0.87125 -2.32834 -0.08674
H 2.87456 -1.85160 0.56760
H 1.60985 -1.04976 1.53193
H 2.01585 -2.75487 1.76581
H 0.79450 -3.39254 -0.32211
H -0.12203 -2.01043 0.20519
H 1.13934 -1.74974 -0.97074
```



(7)
Here is C19H42As2Br2CoN4O3P2 as an isolated structure from the OMol25 dataset. Energies are from the ωB97M-V functional and the def2-TZVPD basis.

- 2S+1 = 2
- total charge = +2
- ΔE to the lowest compared entry with this formula, charge and spin (kcal per mole) = 0.0
- HOMO-LUMO gap (alpha / beta) (eV) = 6.7094 / 7.8194
- ⟨S²⟩ = 1.043

Geometry as XYZ:
```
75
C19H42As2Br2CoN4O3P2 (the ωB97M-V functional and the def2-TZVPD basis)
Co -0.64654 0.11313 -1.49972
C -1.78632 4.70216 1.67418
N -1.90129 3.72014 0.59357
C -3.06519 3.91447 -0.27130
P -0.54799 2.96481 0.08604
O -0.88792 2.03973 -1.04215
O -0.00451 2.19174 1.37505
P 0.03136 0.59223 1.66665
O -0.19707 -0.15890 0.38832
N -1.11487 0.29561 2.75781
C -1.42949 1.22295 3.84484
C -1.91944 -0.92859 2.72350
N 1.52271 0.37491 2.26985
C 1.79194 0.37870 3.70895
C 2.63385 0.86662 1.44928
N 0.72363 3.92089 -0.27552
C 0.72012 4.60722 -1.57045
C 1.56793 4.56810 0.73061
H -2.68330 4.65965 2.29190
H -1.68140 5.71774 1.28405
H -0.92988 4.48011 2.30992
H -3.97303 3.80787 0.32311
H -3.07687 3.16418 -1.05643
H -3.06233 4.91130 -0.71995
H -0.75380 2.07587 3.83536
H -1.33455 0.71957 4.80808
H -2.45280 1.58713 3.73883
H -1.62750 -1.54951 1.88053
H -2.97582 -0.67273 2.62810
H -1.77693 -1.49440 3.64518
H 0.97928 -0.10037 4.24846
H 1.93925 1.39193 4.09347
H 2.70083 -0.19400 3.89001
H 2.41174 0.73308 0.39099
H 3.53145 0.29704 1.68197
H 2.83626 1.92293 1.64781
H -0.03356 4.17807 -2.22860
H 1.69451 4.49496 -2.04681
H 0.51170 5.67235 -1.44729
H 1.55808 4.00727 1.66105
H 1.23851 5.59114 0.92720
H 2.59374 4.60277 0.36198
C 0.64883 -2.41858 -3.80466
As -0.66858 -2.12411 -2.40954
C -2.29336 -2.57477 -3.36193
C -0.40465 -3.64978 -1.24187
C -1.39819 -4.62884 -1.20659
C -1.24363 -5.76065 -0.42212
C -0.09140 -5.92097 0.32865
C 0.89980 -4.95288 0.28426
C 0.76333 -3.80438 -0.49175
As 2.23759 -2.52041 -0.62975
C 2.93169 -2.67766 1.19057
C 3.53810 -3.70462 -1.48882
H 0.66132 -3.48674 -4.01551
H 1.63405 -2.09777 -3.47226
H 0.37075 -1.87217 -4.70354
H -2.13967 -3.53548 -3.85038
H -2.48892 -1.82126 -4.12015
H -3.14475 -2.63153 -2.68740
H -2.30560 -4.52457 -1.78246
H -2.01930 -6.51428 -0.40518
H 0.04158 -6.80301 0.94095
H 1.79981 -5.10967 0.86331
H 3.23848 -3.69928 1.40314
H 2.17592 -2.36340 1.90751
H 3.80685 -2.03850 1.28746
H 3.56122 -4.67084 -0.98694
H 4.52392 -3.24453 -1.43123
H 3.28392 -3.85370 -2.53702
Br -3.03978 0.77477 -2.86132
C -1.87496 1.65339 -4.11949
Br -0.03147 1.11233 -3.84053
H -1.94076 2.72369 -3.97386
H -2.15661 1.35030 -5.11991
```



(8)
Here is C11H22F3GaN3O as an isolated structure from the OMol25 dataset. Energies are from the ωB97M-V functional and the def2-TZVPD basis.

- total charge = -1
- HOMO-LUMO gap (eV) = 7.3583

Geometry as XYZ:
```
41
C11H22F3GaN3O (the ωB97M-V functional and the def2-TZVPD basis)
N -1.57976 5.94693 0.32128
C -0.81613 4.92993 0.39961
C -1.21393 3.50315 0.67840
Ga 0.33726 2.15806 0.60024
C 0.45950 1.09722 2.33146
C -0.72436 0.21260 2.74804
C -1.24038 -0.69615 1.63420
C -0.18705 -1.69271 1.16080
N -0.81787 -2.92605 0.64733
C 0.15732 1.09591 -1.15780
C 1.49110 0.51949 -1.62191
O 2.43474 0.31627 -0.57768
C 2.10012 1.35888 -2.74285
F 1.48846 1.09254 -3.92258
F 1.99700 2.68289 -2.55407
F 3.41351 1.10963 -2.92817
H -2.54461 5.64266 0.48395
H 0.25001 5.12383 0.24174
H -1.70020 3.47886 1.66268
H -1.98172 3.23572 -0.06100
H 1.71479 3.02490 0.45559
H 0.59990 1.86218 3.10775
H 1.38642 0.50996 2.32460
H -0.45926 -0.43717 3.59762
H -1.54932 0.84498 3.09883
H -1.56703 -0.06956 0.79666
H -2.11384 -1.26592 1.97464
H 0.46089 -1.22210 0.41311
H 0.46139 -1.96594 1.99951
H -1.38741 -2.67344 -0.15634
H -0.09687 -3.55526 0.30727
H -0.21732 1.79986 -1.90925
H -0.58139 0.29057 -1.11028
H 1.37337 -0.47042 -2.07765
H 2.79790 1.17349 -0.31317
C -0.71381 -5.99804 -1.98242
C 0.34406 -6.03230 -0.97988
N 1.17264 -6.04553 -0.18631
H -0.30385 -6.22742 -2.96418
H -1.48303 -6.72696 -1.73445
H -1.16123 -5.00556 -2.00532
```



- Look up the total charge of the fifth one.
  +1



- Look up the total charge of the first one.
  -1



- Which of these has the lowest total charge?
  C32H27MgN3O5P2S2